No. 1
86
Properties=species:S:1:pos:R:3:forces:R:3 method="wB97M-V/def2-TZVPD" relative_energy_kcal_mol=59.7 orbital_gap_ev=5.51 charge=+2 lumo_energy_ev=-6.22 homo_energy_ev=-11.7 energy_ev=-77064.57258
Ta -0.312 0.144 -0.179 -0.3272 2.2871 1.9583
O -1.324 -1.332 -1.457 -0.1216 -0.0396 0.0022
C -2.430 -2.235 -1.225 0.1214 -0.1121 0.1632
C -3.305 -1.616 -0.189 0.0504 0.0355 -0.0617
C -4.573 -2.115 0.047 -0.0117 -0.0310 0.1037
C -5.323 -1.552 1.066 0.0067 -0.0365 -0.0330
C -4.769 -0.516 1.799 0.0314 0.0273 -0.0216
C -3.499 -0.070 1.481 -0.1107 0.0376 -0.0325
N -2.770 -0.597 0.486 0.2626 -0.0431 0.0553
H -0.769 -1.674 -2.175 0.0563 -0.0230 -0.0254
H -2.036 -3.183 -0.858 -0.0578 -0.0287 -0.0299
H -2.954 -2.415 -2.163 0.0423 0.1115 -0.0430
H -4.956 -2.935 -0.546 0.0015 0.0015 -0.0157
H -6.317 -1.917 1.283 -0.0099 0.0040 -0.0059
H -5.317 -0.040 2.599 0.0238 -0.0081 0.0309
H -3.051 0.752 2.011 -0.0437 0.0093 0.0271
O -0.154 -0.789 1.430 0.7080 -0.5788 -1.3687
C -0.090 -1.019 2.760 -0.2597 0.0510 0.1269
C 0.152 -2.288 3.266 -0.0332 0.0779 -0.0263
C 0.238 -2.451 4.637 -0.0092 0.0043 -0.0010
C 0.073 -1.359 5.482 -0.0035 0.0088 0.0039
C -0.225 -0.114 4.960 0.0019 0.0437 -0.0173
C -0.322 0.077 3.580 0.0470 -0.1059 0.1034
C -0.721 1.348 2.989 0.1214 0.0767 -0.1345
N -1.090 1.597 1.722 0.4218 -0.2325 -0.4303
C -1.468 2.929 1.709 -0.2029 -0.0028 -0.1444
C -1.344 3.464 2.943 -0.0451 0.0373 -0.0307
N -0.881 2.454 3.734 -0.3787 -0.1020 0.1303
H 0.259 -3.124 2.591 0.0196 -0.0148 0.0044
H 0.431 -3.432 5.048 0.0128 0.0033 0.0008
H 0.155 -1.485 6.552 -0.0158 -0.0078 0.0051
H -0.396 0.705 5.645 0.0087 -0.0063 0.0152
H -1.837 3.415 0.829 -0.0149 0.0611 0.0347
H -1.534 4.452 3.319 0.0024 0.0168 -0.0236
H -0.665 2.537 4.712 0.0755 -0.0121 -0.0245
C 3.383 -0.133 1.544 0.1410 -0.3184 -0.0822
Si 3.136 0.347 -0.238 0.5105 0.0541 0.4076
C 2.402 2.054 -0.584 0.0179 0.4489 -0.3030
C 4.805 0.295 -1.077 -0.2094 -0.1874 -0.2122
C 1.704 -0.650 -1.000 -1.0369 -0.4818 0.2295
C 1.409 -0.145 -2.359 0.3679 -0.1788 -0.1072
C 2.186 -0.221 -3.518 -0.0209 -0.0056 -0.0561
C 1.696 0.323 -4.686 0.0223 0.0006 0.0162
C 0.438 0.933 -4.698 -0.0311 0.0052 0.0383
C -0.271 0.991 -3.525 0.0526 0.0386 -0.0562
N 0.218 0.471 -2.381 -0.0223 0.1293 0.0364
Si 2.109 -2.551 -1.021 0.0917 0.2389 0.0878
C 2.451 -3.157 0.708 0.0137 -0.0999 -0.0832
C 3.588 -2.920 -2.107 -0.0735 0.0179 0.0033
C 0.663 -3.528 -1.734 0.0768 0.1693 0.0153
H 3.989 0.618 2.048 -0.0118 0.0490 -0.0183
H 3.924 -1.082 1.588 0.0418 0.0410 -0.0216
H 2.458 -0.236 2.105 -0.0068 0.0489 0.0226
H 3.586 3.235 0.383 -0.1574 0.0502 0.0772
H 0.603 2.904 -0.014 0.1850 0.3923 0.2717
H 2.012 2.081 -1.611 0.1764 -0.0612 -0.0010
H 5.420 1.077 -0.627 -0.0435 0.0426 0.0264
H 4.766 0.495 -2.149 0.0293 0.0346 -0.0029
H 5.319 -0.654 -0.925 0.0399 0.0262 0.0497
H 3.152 -0.700 -3.487 0.0199 0.0409 0.0056
H 2.283 0.279 -5.594 0.0015 -0.0029 -0.0038
H 0.029 1.358 -5.602 -0.0032 0.0057 -0.0013
H -1.244 1.459 -3.477 -0.0017 -0.0187 -0.0372
H 3.515 -3.094 0.936 0.0103 -0.0146 -0.0092
H 2.169 -4.209 0.797 -0.0173 -0.0115 -0.0123
H 1.920 -2.591 1.467 0.0317 0.0333 0.0092
H 4.462 -2.324 -1.851 0.0029 -0.0094 -0.0065
H 3.388 -2.794 -3.171 -0.0169 -0.0535 -0.0103
H 3.858 -3.968 -1.956 -0.0183 -0.0182 0.0149
H -0.188 -3.496 -1.058 0.0169 -0.1396 0.0426
H 0.945 -4.576 -1.839 0.0542 -0.0031 -0.0334
H 0.363 -3.189 -2.734 -0.0055 -0.0523 -0.0239
C -3.445 3.943 -1.982 -0.0228 -0.0237 -0.0050
C -3.903 2.654 -1.771 -0.0231 0.0428 -0.0437
C -3.015 1.678 -1.363 0.1221 -0.0560 0.0383
N -1.705 1.900 -1.136 -0.3495 -0.0177 0.2004
C -1.277 3.153 -1.384 0.1306 -0.1788 -0.3730
C -2.095 4.186 -1.797 0.0246 -0.0131 -0.0393
H -4.115 4.729 -2.304 -0.0080 0.0057 0.0186
H -4.941 2.392 -1.923 0.0000 -0.0143 -0.0143
H -3.367 0.673 -1.225 -0.0198 -0.0040 0.0107
H -0.222 3.347 -1.309 0.0980 0.0090 -0.0728
H -1.663 5.160 -1.978 0.0168 -0.0007 0.0106
O 3.253 3.159 -0.525 0.0445 0.0665 -0.0500
S 1.753 2.536 1.959 0.0814 0.0445 -0.1993
N 1.222 2.172 0.297 -0.6923 -1.5806 -0.0494

No. 2
86
Properties=species:S:1:pos:R:3:forces:R:3 method="wB97M-V/def2-TZVPD" relative_energy_kcal_mol=5.4 orbital_gap_ev=6.21 charge=-1 lumo_energy_ev=2.23 homo_energy_ev=-4.0 energy_ev=-202094.97720
Y -0.308 1.179 0.877 -0.6865 0.1331 -0.2148
O -0.926 3.253 4.889 0.0059 -0.0263 0.0109
C -0.128 2.570 4.062 -0.0234 0.0627 0.0343
O 0.072 2.910 2.922 -0.0090 -0.1995 -0.0776
C 0.434 1.334 4.705 -0.0105 0.0275 -0.0434
O 1.504 0.866 3.942 0.0632 0.0326 0.0734
C 1.622 -0.542 3.997 -0.1173 -0.0533 -0.0341
C 0.498 -1.272 3.252 0.0489 -0.1384 0.0744
O 0.250 -2.422 3.585 0.0058 0.0134 -0.0092
O -0.088 -0.619 2.313 0.3336 0.2547 0.0536
H -1.474 3.832 4.332 0.0203 -0.0152 0.0009
H -0.404 0.623 4.737 0.0089 -0.0025 0.0016
H 0.726 1.557 5.739 -0.0191 0.0020 0.0019
H 1.639 -0.904 5.030 0.0018 0.0083 -0.0073
H 2.568 -0.798 3.522 -0.0004 0.0095 -0.0298
O -6.396 0.599 -0.476 -0.0423 0.0230 -0.0013
C -5.477 -0.423 -0.099 0.0333 -0.0633 0.0263
C -4.068 0.166 0.115 0.0420 -0.0334 0.0245
C -3.266 -1.022 0.644 -0.0555 -0.0599 -0.0140
O -1.864 -0.841 0.576 0.1272 0.1834 0.0408
C -4.236 1.286 1.161 -0.0327 0.0425 -0.0720
Se -2.725 1.924 2.258 -0.1000 -0.1002 0.0606
C -3.589 0.610 -1.277 -0.1512 -0.0480 -0.0236
Se -1.867 1.517 -1.548 -0.0566 0.1168 -0.0295
H -7.271 0.206 -0.524 0.0194 0.0148 -0.0109
H -5.429 -1.192 -0.881 0.0002 0.0162 0.0209
H -5.810 -0.897 0.834 0.0262 -0.0146 -0.0131
H -3.517 -1.910 0.047 0.0077 -0.0005 0.0185
H -3.559 -1.218 1.682 -0.0037 0.0239 -0.0022
H -1.444 -1.205 1.382 0.0560 -0.0633 -0.0790
H -4.969 0.935 1.890 -0.0068 0.0365 -0.0013
H -4.685 2.148 0.667 0.0841 0.0327 0.0003
H -4.343 1.297 -1.663 0.0301 -0.0171 -0.0347
H -3.615 -0.274 -1.924 0.0886 -0.0017 0.0120
C 2.669 1.200 -3.042 -0.0151 0.0838 0.0018
C 2.812 -0.228 -3.482 0.0060 -0.0846 -0.0232
C 3.459 -0.531 -4.676 -0.0239 0.0424 0.0158
C 3.613 -1.840 -5.103 0.0193 -0.0051 -0.0358
C 3.114 -2.876 -4.330 0.0134 -0.0320 -0.0242
C 2.469 -2.591 -3.137 -0.0001 0.0479 0.0411
C 2.310 -1.278 -2.699 0.0627 -0.0374 -0.0689
P 1.478 -0.872 -1.118 -0.2315 0.0933 0.2634
C 0.645 -2.443 -0.686 0.0313 -0.0769 0.0135
C 0.928 -3.137 0.486 0.0132 0.0616 -0.0436
C 0.164 -4.223 0.883 -0.0426 -0.0536 0.0007
C -0.890 -4.643 0.090 0.0182 -0.0216 0.0534
C -1.189 -3.952 -1.076 -0.0144 0.0275 -0.0521
C -0.455 -2.841 -1.471 0.0225 -0.0006 0.0351
C -0.880 -2.062 -2.684 -0.0533 -0.0190 -0.0294
C 2.889 -0.715 0.019 0.1029 -0.1331 -0.0385
C 3.817 -1.749 0.171 -0.0305 0.0363 -0.0053
C 4.817 -1.691 1.123 -0.0056 -0.0149 -0.0057
C 4.881 -0.561 1.941 0.0297 -0.0167 0.0062
C 3.999 0.483 1.775 0.0069 0.1078 -0.0388
C 2.989 0.474 0.784 0.1057 -0.1515 -0.0181
C 2.100 1.604 0.600 0.1241 0.0093 0.1140
H 2.969 1.882 -3.838 0.0079 0.0044 0.0083
H 3.287 1.404 -2.164 0.0032 -0.0146 -0.0092
H 1.635 1.421 -2.763 0.0026 0.0012 -0.0143
H 3.842 0.283 -5.282 0.0053 -0.0066 -0.0060
H 4.117 -2.048 -6.039 -0.0021 -0.0074 0.0001
H 3.223 -3.905 -4.651 0.0056 0.0030 -0.0066
H 2.072 -3.400 -2.535 -0.0042 -0.0118 0.0031
H 1.733 -2.805 1.128 0.0003 0.0080 -0.0077
H 0.379 -4.705 1.827 -0.0069 -0.0139 0.0030
H -1.499 -5.489 0.388 0.0043 -0.0025 0.0084
H -2.035 -4.258 -1.683 0.0019 -0.0055 0.0055
H -1.850 -2.416 -3.037 0.0024 0.0057 -0.0092
H -0.167 -2.156 -3.507 -0.0015 -0.0023 0.0138
H -0.974 -0.997 -2.446 -0.0008 0.0192 -0.0106
H 3.725 -2.625 -0.463 0.0274 -0.0214 0.0029
H 5.521 -2.505 1.238 0.0011 0.0040 0.0004
H 5.645 -0.493 2.708 -0.0014 -0.0094 0.0004
H 4.081 1.362 2.405 -0.0006 -0.0010 0.0043
H 2.018 1.922 -0.443 -0.0564 -0.0086 0.0301
H 2.371 2.456 1.224 -0.0187 0.0172 -0.0178
C -0.514 5.226 -1.682 -0.0154 0.0400 0.1114
S -0.693 4.818 0.066 -0.0939 0.0082 -0.3426
C -2.488 4.737 0.069 0.0658 -0.0002 0.0268
O -0.119 3.437 0.139 0.1935 -0.0267 0.2217
H -0.989 4.430 -2.256 -0.0182 -0.0401 0.0346
H 0.551 5.269 -1.897 0.0185 -0.0129 0.0282
H -0.975 6.193 -1.882 -0.0108 -0.0012 0.0219
H -2.840 5.753 -0.118 -0.0035 0.0072 -0.0055
H -2.800 4.380 1.049 0.0273 0.0120 0.0217
H -2.817 4.027 -0.690 0.0401 -0.0030 -0.0354